# 1
Formula: C16H30BrN4PdS2SiTe
Source: OMol25
Level of theory: the ωB97M-V functional and the def2-TZVPD basis

Calculated values
HOMO: -4.529 eV
E: -4902.63626 Eh
Energy above the lowest of the compared OMol25 structures with the same formula, charge and spin: 0.0 kJ/mol
Charge: -1
Lowest unoccupied orbital energy: 2.52 eV
Kohn-Sham gap: 7.045 eV
Molar mass: 684.59 g/mol

```
56
Properties=species:S:1:pos:R:3:forces:R:3
Pd 0.953878 -0.291210 0.349373 -0.003 0.093 -0.013
C -2.697259 -3.861896 -0.281948 -0.034 0.038 0.035
C -2.028622 -4.733802 0.708888 -0.087 0.025 -0.029
N -2.115785 -6.027627 0.779621 0.072 -0.005 0.035
N -1.332894 -6.348734 1.858066 -0.004 0.009 -0.027
C -0.755444 -5.288364 2.452268 -0.094 -0.037 -0.023
S 0.218013 -5.224404 3.805599 0.033 0.008 0.023
N -1.212267 -4.250909 1.695265 0.088 0.040 0.039
N -0.963508 -2.896199 1.936387 -0.112 -0.135 -0.088
H -3.283203 -4.479305 -0.957828 -0.004 -0.003 -0.007
H -1.956263 -3.286404 -0.840526 -0.027 -0.056 -0.012
H -3.346749 -3.149123 0.229432 0.002 -0.011 -0.004
H -1.228323 -7.300069 2.156530 0.001 -0.001 -0.006
H -0.502611 -2.869035 2.844268 0.056 0.037 0.009
H -0.301425 -2.581699 1.222499 0.037 0.067 0.065
Te 2.174990 0.957138 2.145653 0.056 0.110 0.110
C 4.046668 0.491473 1.300751 -0.048 -0.052 -0.127
C 5.021439 1.364938 0.906042 0.032 0.018 0.015
C 6.163870 0.722055 0.353905 0.025 0.010 0.059
C 6.038913 -0.634413 0.333952 -0.078 -0.017 -0.079
S 4.524890 -1.124478 0.965344 0.055 0.041 0.123
H 4.915128 2.436448 1.003691 0.001 -0.002 0.000
H 7.037253 1.245843 -0.009953 0.001 0.001 0.006
H 6.747891 -1.359054 -0.033652 -0.009 -0.001 -0.016
C -0.130497 3.177932 1.088354 0.006 -0.005 -0.087
Si -0.197142 1.655918 -0.046387 -0.096 -0.081 0.139
C -2.072685 1.170302 0.000876 0.057 -0.052 0.027
C -2.931505 2.270122 -0.636936 -0.022 0.001 0.033
C -2.406014 -0.154348 -0.684321 -0.024 0.013 -0.054
C -2.469544 1.031393 1.478614 0.002 0.028 -0.008
C 0.440221 2.261657 -1.754031 -0.002 0.000 -0.008
C -0.013454 3.701810 -2.030502 0.030 -0.011 -0.027
C -0.029899 1.357398 -2.895723 0.025 0.026 -0.017
C 1.974599 2.245538 -1.714923 0.002 0.002 -0.006
H -0.935644 3.876455 0.839059 0.007 -0.016 -0.005
H 0.821196 3.699123 0.976927 0.000 -0.016 0.036
H -0.234541 2.907475 2.139669 0.020 0.006 0.014
H -2.777891 2.335228 -1.716049 0.020 -0.008 0.005
H -2.742065 3.254899 -0.204426 -0.010 0.006 -0.018
H -3.991728 2.038443 -0.473355 0.002 0.007 -0.001
H -2.094918 -0.180126 -1.729626 0.003 -0.011 0.008
H -3.491772 -0.319416 -0.648535 0.002 0.012 0.006
H -1.920435 -0.988556 -0.183219 0.014 -0.014 0.018
H -2.363769 1.972003 2.022799 -0.005 -0.007 0.012
H -1.867680 0.269648 1.982597 0.000 0.022 -0.021
H -3.520004 0.723394 1.549256 -0.002 -0.002 -0.002
H -1.099672 3.805142 -2.055287 0.001 -0.010 0.009
H 0.369923 4.019942 -3.008186 -0.002 0.003 0.005
H 0.375341 4.395880 -1.283423 -0.008 0.019 -0.004
H -1.111097 1.416541 -3.045134 0.007 0.006 0.012
H 0.232182 0.313334 -2.714356 -0.007 -0.002 -0.020
H 0.447993 1.671877 -3.832344 -0.005 -0.010 -0.005
H 2.368939 2.819848 -0.871483 0.003 -0.001 0.000
H 2.375027 2.680694 -2.639665 -0.010 0.004 0.000
H 2.358421 1.228032 -1.620634 0.011 -0.011 0.003
Br 0.519539 -2.168755 -1.213244 0.022 -0.075 -0.131
```
Positions in Å, forces in eV/Å.

# 2
Formula: C2H8N2O
Source: OMol25
Level of theory: the ωB97M-V functional and the def2-TZVPD basis

Calculated values
HOMO (spin up / spin down): -14.920 / -14.921 eV
Multiplicity: 2
E: -265.42045 Eh
Energy above the lowest of the compared OMol25 structures with the same formula, charge and spin: 134.0 kJ/mol
Charge: +1
<S²>: 0.758
Lowest unoccupied orbital energy (spin up / spin down): -4.46 / -7.71 eV
Kohn-Sham gap (spin up / spin down): 10.462 / 7.209 eV
Molar mass: 76.10 g/mol

```
13
Properties=species:S:1:pos:R:3:forces:R:3
C -0.099457 0.421093 -0.144379 -2.065 -0.316 -0.763
C 1.041542 0.950205 -0.701528 0.794 -0.041 -0.579
N 2.158660 0.192596 -1.055294 -1.136 2.140 0.053
N -1.221123 1.108728 0.222793 2.470 -0.373 1.254
H -0.344991 -0.620051 -0.330088 0.743 -0.306 0.616
H 1.021614 1.989280 -1.032768 -0.135 -0.063 -0.040
H 2.591616 0.753913 -1.788900 0.608 -0.490 0.117
H 2.813987 0.114548 -0.280809 0.062 -0.913 0.028
H -1.017259 2.030024 0.580497 -0.236 0.728 -0.379
H -1.664124 0.602896 0.978629 -1.096 -0.287 -0.338
H -1.644773 -2.400250 0.428030 -0.036 -0.226 -0.483
H -1.615044 -2.325839 1.921093 -0.033 -0.203 0.434
O -2.020643 -2.817137 1.202723 0.061 0.350 0.080
```
Positions in Å, forces in eV/Å.

# 3
Formula: C3H3N3O2
Source: OMol25
Level of theory: the ωB97M-V functional and the def2-TZVPD basis

Calculated values
HOMO (spin up / spin down): -8.639 / -8.639 eV
E: -430.72958 Eh
Energy above the lowest of the compared OMol25 structures with the same formula, charge and spin: 502.5 kJ/mol
Charge: 0
Lowest unoccupied orbital energy (spin up / spin down): -0.35 / -0.35 eV
Kohn-Sham gap (spin up / spin down): 8.292 / 8.291 eV
Molar mass: 113.08 g/mol
SMILES: NC1=CN=N1.O=C=O

```
11
Properties=species:S:1:pos:R:3:forces:R:3
C -0.701697 -0.429969 -0.075071 -2.861 -2.514 0.854
C 2.474561 1.457312 0.278315 -1.847 2.832 -1.800
C -1.212570 -1.632776 0.330790 4.687 2.650 0.661
N 0.415556 -0.420391 0.850691 1.136 -0.058 0.460
N 0.195545 -1.531870 1.357442 -1.701 0.432 -1.260
N -1.344163 0.528321 -0.788922 0.907 0.923 -1.621
O 3.223425 0.934125 0.945861 1.587 -1.696 1.426
O 1.797404 2.154805 -0.385300 0.266 -1.193 0.415
H -2.032509 -2.229437 0.199344 -1.787 -1.502 -0.099
H -2.080860 0.039591 -1.322317 0.462 0.846 0.223
H -0.734687 1.130293 -1.390828 -0.849 -0.721 0.740
```
Positions in Å, forces in eV/Å.

# 4
Formula: H16O10V
Source: OMol25
Level of theory: the ωB97M-V functional and the def2-TZVPD basis

Calculated values
HOMO: -13.057 eV
E: -1705.60088 Eh
Energy above the lowest of the compared OMol25 structures with the same formula, charge and spin: 681.6 kJ/mol
Charge: +1
Lowest unoccupied orbital energy: -7.61 eV
Kohn-Sham gap: 5.446 eV
Molar mass: 227.06 g/mol

```
27
Properties=species:S:1:pos:R:3:forces:R:3
O -6.625930 -19.553940 -6.809820 1.956 -4.649 2.377
V -6.121350 -20.911220 -6.027570 -4.920 4.544 1.384
O -7.145500 -21.000470 -4.762320 3.344 -0.044 -3.804
O -4.304050 -24.667830 -5.164700 -0.191 0.460 -0.151
H -4.710550 -25.395510 -4.694090 -0.149 -0.175 0.187
H -3.496370 -25.035410 -5.523530 0.252 -0.072 -0.096
O -2.535390 -21.156160 -8.174490 -0.473 0.042 0.253
H -1.667910 -20.922110 -7.844430 0.249 0.116 0.120
H -2.363990 -21.787270 -8.873450 0.024 -0.169 -0.247
O -8.498840 -14.841120 -6.880270 -0.035 0.144 0.147
H -8.201350 -15.023000 -7.771700 0.046 0.009 -0.358
H -8.280240 -15.632490 -6.388160 -0.006 -0.160 0.152
O -8.020020 -23.465640 -8.518140 0.326 0.302 0.332
H -8.752450 -24.013860 -8.236650 -0.224 -0.150 0.134
H -8.004210 -23.556920 -9.470840 0.042 0.019 -0.290
O -4.168610 -22.967680 -0.397760 0.146 0.026 -0.275
H -4.906030 -22.362510 -0.476570 -0.177 0.145 0.037
H -4.349210 -23.463330 0.400970 0.012 -0.162 0.237
O -3.605070 -18.846070 -4.136080 -0.383 -0.373 -0.328
H -3.340520 -18.912180 -3.218540 0.034 -0.086 0.310
H -3.043170 -18.161460 -4.499130 0.123 0.225 -0.174
O -6.829170 -15.648180 -10.700520 -0.185 -0.014 0.244
H -5.955020 -15.284070 -10.560860 0.216 0.186 0.015
H -6.692470 -16.373490 -11.310000 -0.035 -0.161 -0.207
O -10.531200 -18.772490 -2.640270 -0.068 -0.123 -0.215
H -10.529060 -17.984210 -2.097270 -0.086 0.243 0.141
H -9.689500 -19.190850 -2.459310 0.164 -0.121 0.076
```
Positions in Å, forces in eV/Å.

Q: Look up the molar mass of the fourth one.
A: 227.06 g/mol

Q: Which value of molar mass does entry 1 give?
A: 684.59 g/mol

Q: energy above the lowest of the compared OMol25 structures with the same formula, charge and spin of number 2 (C2H8N2O)?
A: 134.0 kJ/mol